Computed, not measured: 2 unconnected molecules or ions with the total composition C4H10NP, with ωB97M-V/def2-TZVPD.

Computed properties:
- SMILES = CP(C)C.C#N
- LUMO level (Eh) = 0.0354
- HOMO (hartree) = -0.257
- multiplicity = 1
- gap between HOMO and LUMO (eV) = 7.95

The geometry in XYZ format:
```
16
Properties=species:S:1:pos:R:3:nbo_charge:R:1
C -3.232 0.862 -0.060 0.05
C 0.841 1.143 0.862 -0.91
C 0.779 -1.733 0.999 -0.91
C 0.455 0.094 -1.719 -0.94
N -2.788 0.018 0.579 -0.29
P -0.049 -0.287 0.050 0.76
H -3.558 1.540 -0.778 0.22
H 0.904 1.975 0.052 0.24
H 1.691 0.481 0.874 0.21
H 0.660 1.306 1.812 0.22
H 0.364 -1.385 1.991 0.24
H 0.419 -2.695 0.544 0.25
H 1.830 -1.578 1.052 0.20
H 0.264 -0.794 -2.345 0.23
H -0.131 0.822 -2.209 0.23
H 1.551 0.232 -1.704 0.21
```

***

Computed, not measured: a gas-phase ion, C4H10NS (charge -1), with ωB97M-V/def2-TZVPD.

Computed properties:
- SMILES = CNCCC[S-]
- net charge = -1
- LUMO level (Eh) = 0.1310
- HOMO (hartree) = -0.082
- multiplicity = 1
- gap between HOMO and LUMO (eV) = 5.80

The geometry in XYZ format:
```
16
Properties=species:S:1:pos:R:3:nbo_charge:R:1
C -0.645 0.124 0.658 -0.42
C 0.345 1.060 -0.034 -0.54
S 0.255 2.775 0.522 -0.70
C -0.369 -1.358 0.438 -0.21
N -0.279 -1.719 -0.981 -0.63
C 0.204 -3.095 -1.134 -0.41
H -1.651 0.311 0.265 0.19
H -0.700 0.344 1.724 0.21
H 1.353 0.626 0.156 0.15
H 0.247 0.954 -1.121 0.16
H -1.170 -1.937 0.907 0.17
H 0.583 -1.622 0.942 0.14
H 0.407 -1.085 -1.373 0.36
H -0.310 -3.716 -0.401 0.18
H -0.025 -3.452 -2.118 0.18
H 1.283 -3.162 -0.949 0.16
```

***

Computed, not measured: 2 unconnected molecules or ions with the total composition C4H10NS, with ωB97M-V/def2-TZVPD.

Computed properties:
- net charge = +1
- LUMO level (spin up / spin down) (Eh) = -0.1543 / -0.1543
- HOMO (spin up / spin down) (hartree) = -0.482 / -0.482
- multiplicity = 1
- gap between HOMO and LUMO (spin up / spin down) (eV) = 8.92 / 8.92

The geometry in XYZ format:
```
16
Properties=species:S:1:pos:R:3:nbo_charge:R:1
C 0.418 2.230 0.331 -0.44
C -0.106 1.111 -0.038 0.18
C 0.821 -0.731 1.326 -0.36
C -0.859 0.607 -1.132 -0.62
N -0.094 -1.808 0.972 -0.72
S 0.138 -0.701 -2.095 -0.06
H 0.146 3.062 -0.346 0.25
H 1.202 2.295 1.055 0.25
H 0.714 -0.395 2.393 0.24
H 1.875 -0.746 0.863 0.26
H -1.056 1.393 -1.843 0.27
H -1.867 0.157 -0.977 0.25
H -0.144 -2.073 -0.020 0.45
H -1.089 -1.630 1.137 0.44
H 0.177 -2.734 1.476 0.44
H -0.276 -0.035 -3.102 0.16
```

***

Computed, not measured: 2 unconnected molecules or ions with the total composition C4H10NS, with ωB97M-V/def2-TZVPD.

Computed properties:
- net charge = +1
- LUMO level (spin up / spin down) (Eh) = -0.2421 / -0.2422
- HOMO (spin up / spin down) (hartree) = -0.492 / -0.492
- multiplicity = 1
- gap between HOMO and LUMO (spin up / spin down) (eV) = 6.79 / 6.80

The geometry in XYZ format:
```
16
Properties=species:S:1:pos:R:3:nbo_charge:R:1
C -0.420 -0.543 0.108 0.25
C -2.514 0.422 -0.444 -0.44
C -0.430 1.804 -0.365 -0.45
C 2.868 -1.833 0.685 -0.85
N -1.036 0.477 -0.262 -0.33
S 2.422 -0.284 0.052 0.31
H -0.718 -1.526 0.138 0.20
H -2.915 1.285 0.168 0.24
H -2.936 -0.555 -0.030 0.25
H -2.872 0.841 -1.338 0.25
H 0.710 1.724 -0.549 0.25
H -0.400 2.212 0.656 0.26
H -0.737 2.411 -1.238 0.26
H 3.074 -2.571 -0.189 0.25
H 2.117 -2.192 1.408 0.27
H 3.788 -1.669 1.201 0.27
```

***

Computed, not measured: 2 unconnected molecules or ions with the total composition C4H10O, with ωB97M-V/def2-TZVPD.

Computed properties:
- SMILES = C=C(C)C.O
- LUMO level (Eh) = 0.0327
- HOMO (hartree) = -0.340
- multiplicity = 1
- gap between HOMO and LUMO (eV) = 10.15

The geometry in XYZ format:
```
15
Properties=species:S:1:pos:R:3:nbo_charge:R:1
C -2.056 -0.708 0.078 -0.65
C -0.721 -0.891 -0.571 0.01
C -0.605 -1.002 -1.882 -0.40
C 0.425 -0.981 0.384 -0.65
H -2.513 -1.598 0.532 0.22
H -2.915 -0.297 -0.460 0.22
H -1.988 -0.021 0.933 0.21
H 0.373 -1.163 -2.333 0.19
H -1.387 -1.021 -2.626 0.20
H 1.374 -0.633 -0.022 0.22
H 0.523 -1.997 0.770 0.22
H 0.332 -0.390 1.301 0.22
H 2.636 4.234 1.421 0.47
H 3.565 3.140 0.869 0.47
O 2.957 3.328 1.608 -0.94
```

***

Computed, not measured: 2 unconnected molecules or ions with the total composition C4H10O, with ωB97M-V/def2-TZVPD.

Computed properties:
- SMILES = C=O.CCC
- LUMO level (Eh) = 0.0331
- HOMO (hartree) = -0.375
- multiplicity = 1
- gap between HOMO and LUMO (eV) = 11.11

The geometry in XYZ format:
```
15
Properties=species:S:1:pos:R:3:nbo_charge:R:1
O -1.707 -2.028 0.487 -0.49
C -1.682 -1.827 1.646 0.28
H -0.781 -1.856 2.199 0.11
H -2.710 -1.763 2.193 0.10
C 1.363 -0.428 -0.856 -0.61
C 0.459 0.819 -1.073 -0.41
C -0.023 1.533 0.065 -0.60
H 0.909 -1.325 -1.172 0.22
H 1.614 -0.505 0.234 0.20
H 2.221 -0.240 -1.480 0.21
H -0.441 0.713 -1.717 0.20
H 1.081 1.463 -1.747 0.19
H -0.632 2.416 -0.278 0.21
H -0.432 0.908 0.863 0.20
H 0.760 2.118 0.636 0.19
```

***

Computed, not measured: 2 unconnected molecules or ions with the total composition C4H10O, with ωB97M-V/def2-TZVPD.

Computed properties:
- SMILES = C/C=C/C.O
- LUMO level (Eh) = 0.0292
- HOMO (hartree) = -0.339
- multiplicity = 1
- gap between HOMO and LUMO (eV) = 10.01

The geometry in XYZ format:
```
15
Properties=species:S:1:pos:R:3:nbo_charge:R:1
C 0.026 -0.594 1.406 -0.18
C 0.770 -1.675 1.228 -0.19
C 0.589 -2.610 0.076 -0.64
C 0.191 0.371 2.560 -0.65
H -0.757 -0.344 0.688 0.19
H 1.515 -1.900 1.986 0.19
H -0.382 -2.463 -0.383 0.21
H 1.323 -2.473 -0.719 0.21
H 0.700 -3.654 0.358 0.21
H -0.360 1.289 2.365 0.21
H 1.235 0.630 2.706 0.22
H -0.175 -0.035 3.501 0.22
H -1.174 2.715 -4.266 0.47
H -1.536 4.044 -3.527 0.47
O -1.236 3.670 -4.357 -0.94
```

***

Computed, not measured: a single C4H10O molecule, with ωB97M-V/def2-TZVPD.

Computed properties:
- SMILES = CC[C@@H](C)O
- LUMO level (Eh) = 0.0386
- HOMO (hartree) = -0.374
- multiplicity = 1
- gap between HOMO and LUMO (eV) = 11.22

The geometry in XYZ format:
```
15
Properties=species:S:1:pos:R:3:nbo_charge:R:1
C 1.923 0.172 -0.014 -0.61
C 0.588 -0.569 -0.142 -0.42
C -0.648 0.348 -0.178 0.10
C -1.919 -0.474 -0.043 -0.62
O -0.657 1.280 0.891 -0.72
H 1.826 1.086 0.589 0.18
H 2.331 0.468 -0.985 0.21
H 2.673 -0.435 0.502 0.22
H 0.582 -1.173 -1.059 0.21
H 0.467 -1.269 0.695 0.20
H -0.660 0.888 -1.142 0.15
H -1.973 -1.231 -0.833 0.21
H -1.918 -0.981 0.928 0.21
H -2.812 0.155 -0.097 0.22
H 0.196 1.735 0.890 0.46
```

***

Computed, not measured: a single C4H10O molecule, with ωB97M-V/def2-TZVPD.

Computed properties:
- SMILES = CCCCO
- LUMO level (Eh) = 0.0386
- HOMO (hartree) = -0.378
- multiplicity = 1
- gap between HOMO and LUMO (eV) = 11.33

The geometry in XYZ format:
```
15
Properties=species:S:1:pos:R:3:nbo_charge:R:1
C 1.016 -0.028 1.797 -0.60
C -0.204 -0.341 0.930 -0.40
C -0.234 0.577 -0.299 -0.44
C -0.940 0.071 -1.566 -0.06
O 0.020 -0.139 -2.601 -0.72
H 1.935 -0.141 1.209 0.20
H 0.986 1.008 2.158 0.20
H 1.089 -0.686 2.668 0.21
H -0.160 -1.390 0.605 0.19
H -1.120 -0.246 1.534 0.20
H 0.783 0.684 -0.691 0.21
H -0.562 1.585 -0.009 0.21
H -1.518 -0.849 -1.381 0.16
H -1.627 0.819 -1.973 0.18
H 0.536 -0.925 -2.379 0.46
```

***

Computed, not measured: 2 unconnected molecules or ions with the total composition C4H10O, with ωB97M-V/def2-TZVPD.

Computed properties:
- net charge = +1
- LUMO level (spin up / spin down) (Eh) = -0.2333 / -0.3732
- HOMO (spin up / spin down) (hartree) = -0.546 / -0.545
- multiplicity = 2
- gap between HOMO and LUMO (spin up / spin down) (eV) = 8.51 / 4.69

The geometry in XYZ format:
```
15
Properties=species:S:1:pos:R:3:nbo_charge:R:1
C -0.758 -2.017 1.304 -0.61
C -0.675 -0.521 1.565 -0.60
H -0.592 -2.235 0.250 0.19
H 0.081 -2.505 1.805 0.21
H -1.628 -2.474 1.760 0.23
H 0.077 -0.002 0.979 0.14
H -0.433 -0.258 2.596 0.23
H -1.660 -0.078 1.414 0.21
O 0.243 -0.263 -1.404 0.01
C 0.996 0.659 -1.450 0.44
C 0.574 2.047 -1.815 -0.68
H 2.060 0.499 -1.169 0.31
H -0.401 2.038 -2.286 0.29
H 0.818 2.722 -0.992 0.32
H 1.297 2.388 -2.559 0.30
```

***

Computed, not measured: a single C4H10O2 molecule, with ωB97M-V/def2-TZVPD.

Computed properties:
- SMILES = C[C@@H](O)CCO
- LUMO level (Eh) = 0.0328
- HOMO (hartree) = -0.374
- multiplicity = 1
- gap between HOMO and LUMO (eV) = 11.06

The geometry in XYZ format:
```
16
Properties=species:S:1:pos:R:3:nbo_charge:R:1
C 1.322 0.467 0.329 -0.05
O 1.950 1.730 0.564 -0.72
C -0.096 0.682 -0.172 -0.45
C -0.873 -0.616 0.168 0.09
C -2.238 -0.542 -0.456 -0.64
O -0.134 -1.760 -0.359 -0.72
H 1.962 -0.104 -0.324 0.17
H 1.172 0.001 1.380 0.15
H 2.888 1.463 0.612 0.46
H -0.510 1.428 0.525 0.21
H -0.154 1.093 -1.190 0.21
H -0.721 -0.641 1.226 0.19
H -2.801 -1.472 -0.163 0.22
H -2.748 0.279 0.004 0.21
H -2.304 -0.462 -1.531 0.21
H -0.054 -1.572 -1.304 0.45
```

***

Computed, not measured: a molecular structure, C4H10O2, with ωB97M-V/def2-TZVPD.

Computed properties:
- LUMO level (Eh) = 0.0268
- HOMO (hartree) = -0.337
- multiplicity = 1
- gap between HOMO and LUMO (eV) = 9.91

The geometry in XYZ format:
```
16
Properties=species:S:1:pos:R:3:nbo_charge:R:1
C -1.773 -0.138 -0.706 0.28
O -2.662 0.766 -0.443 -0.61
C -0.391 0.346 -0.458 -0.40
C 0.630 -0.904 -0.356 -0.43
C 2.128 -0.404 -0.361 -0.05
O 2.329 0.272 0.853 -0.73
H -3.438 0.822 6.213 0.00
H -2.009 -1.080 -1.214 0.17
H -3.707 0.478 5.533 0.00
H -0.334 1.282 0.118 0.27
H -0.850 0.448 -1.527 0.27
H 0.491 -1.669 -1.140 0.22
H 0.452 -1.370 0.640 0.22
H 2.384 0.230 -1.183 0.16
H 2.821 -1.283 -0.417 0.15
H 3.292 0.428 0.977 0.47
```

***

E / Eh: -554.3967, -611.3592, -610.9258, -610.9129, -233.6070, -233.5731, -233.6122, -233.6363, -233.6244, -233.2398, -308.8487, -308.7394